# 1
{"formula": "C35H35CaN7O4", "method": "the ωB97M-V functional and the def2-TZVPD basis", "homo_lumo_gap_ev": 7.18, "molar_mass_g_mol": 657.79, "e_lumo_ev": 0.285, "symbols": ["Ca", "C", "C", "C", "C", "C", "C", "C", "C", "C", "H", "H", "H", "H", "H", "H", "H", "H", "H", "H", "H", "H", "C", "C", "C", "C", "C", "N", "C", "C", "C", "C", "C", "C", "C", "N", "C", "C", "C", "N", "C", "C", "N", "C", "C", "C", "N", "H", "H", "H", "H", "H", "H", "H", "H", "H", "H", "H", "H", "H", "H", "H", "H", "H", "H", "C", "C", "N", "C", "C", "N", "C", "O", "O", "C", "O", "O", "H", "H", "H", "H", "H"], "coordinates": [[0.4329, -0.9364, 0.0634], [4.3094, 1.6663, -0.7158], [2.9801, 2.1935, -0.2344], [2.0451, 2.7013, -1.1398], [0.8372, 3.2268, -0.7010], [-0.1928, 3.7443, -1.6693], [0.5761, 3.2621, 0.6688], [1.4803, 2.7643, 1.5902], [1.2020, 2.8181, 3.0682], [2.6753, 2.2185, 1.1195], [4.2004, 0.7021, -1.2199], [5.0061, 1.5361, 0.1133], [4.7637, 2.3503, -1.4344], [2.2740, 2.7010, -2.1994], [-0.6365, 4.6753, -1.3115], [-1.0032, 3.0191, -1.7823], [0.2421, 3.9260, -2.6533], [-0.3571, 3.6882, 1.0198], [1.0706, 1.8104, 3.4655], [0.2946, 3.3850, 3.2782], [2.0326, 3.2815, 3.6052], [3.3984, 1.8471, 1.8418], [-3.3935, 2.8984, 4.6726], [-2.9008, 2.2199, 3.4205], [-3.2499, 2.6756, 2.1487], [-2.7618, 2.0758, 1.0086], [-1.8927, 0.9622, 1.0328], [-1.3458, 0.4230, -0.1163], [-2.1195, 0.2733, -1.2488], [-3.5247, 0.1247, -1.1974], [-4.3031, -0.0972, -2.3104], [-3.7398, -0.2232, -3.5795], [-4.5734, -0.5405, -4.7943], [-2.3669, -0.1085, -3.6585], [-1.5656, 0.1569, -2.5453], [-0.1562, 0.3051, -2.8334], [0.3412, 0.9172, -3.9293], [1.6774, 0.6010, -4.0234], [1.9174, -0.2157, -2.9140], [0.8144, -0.3859, -2.1957], [-1.5584, 0.5108, 2.3261], [-2.0477, 1.1353, 3.4742], [-0.7090, -0.6420, 2.5723], [-1.0718, -1.7380, 3.2744], [0.0691, -2.4554, 3.5572], [1.1055, -1.7052, 2.9795], [0.6433, -0.6024, 2.3962], [-4.3754, 3.3471, 4.5168], [-2.7136, 3.6963, 4.9832], [-3.4727, 2.1940, 5.5014], [-3.9115, 3.5313, 2.0523], [-3.0381, 2.4736, 0.0392], [-3.9996, 0.1660, -0.2262], [-5.3764, -0.2068, -2.1884], [-5.5990, -0.1921, -4.6664], [-4.6119, -1.6176, -4.9765], [-4.1674, -0.0694, -5.6908], [-1.8815, -0.2491, -4.6186], [-0.2899, 1.5244, -4.5555], [2.3759, 0.9260, -4.7764], [2.8392, -0.6747, -2.5911], [-1.7328, 0.7453, 4.4372], [-2.1078, -1.9225, 3.5054], [0.1381, -3.3937, 4.0804], [2.1629, -1.9173, 2.9474], [4.5024, -2.2967, 0.0014], [3.3049, -3.1835, 0.0001], [2.0494, -2.7811, -0.0045], [1.2680, -3.9252, -0.0191], [2.0817, -5.0232, -0.0188], [3.3601, -4.5288, -0.0101], [1.9107, -6.5029, -0.0182], [0.6871, -6.9556, -0.0035], [2.9070, -7.1959, -0.0226], [-0.2370, -3.8848, 0.0001], [-0.8302, -4.9781, -0.0158], [-0.7702, -2.7390, 0.0406], [4.1994, -1.2794, 0.2395], [4.9896, -2.2926, -0.9754], [5.2346, -2.6245, 0.7398], [4.1672, -5.1357, -0.0123], [0.0176, -6.1801, 0.0160]], "forces_ev_per_angstrom": [[0.7136, 0.2892, -0.2078], [-0.0639, 0.0002, -0.0294], [0.0112, 0.0052, 0.0423], [-0.0473, 0.0470, 0.0976], [0.0022, -0.0257, -0.0381], [0.0383, -0.0092, 0.0059], [-0.0074, -0.0012, -0.0038], [-0.0050, 0.0052, 0.0375], [0.0000, -0.0108, -0.0365], [0.0945, -0.0270, 0.0585], [0.0044, 0.0204, -0.0019], [-0.0210, -0.0021, -0.0114], [-0.0048, -0.0090, 0.0141], [-0.0099, -0.0100, -0.0152], [0.0231, -0.0212, -0.0112], [-0.0043, -0.0288, -0.0048], [-0.0180, -0.0131, 0.0183], [-0.0297, -0.0055, 0.0034], [-0.0029, -0.0147, 0.0109], [0.0078, -0.0208, -0.0108], [-0.0214, 0.0023, -0.0130], [0.0014, -0.0072, -0.0588], [0.0239, 0.0002, -0.0465], [-0.0272, 0.0075, 0.0518], [-0.0043, 0.0377, -0.0414], [0.0364, 0.0118, -0.0546], [-0.0031, 0.0759, -0.1148], [-0.2751, 0.2133, 0.0263], [-0.0434, 0.0541, 0.0751], [0.0495, -0.0024, 0.0341], [-0.0214, -0.0200, -0.0033], [-0.0593, -0.0155, -0.0243], [0.0220, -0.0013, 0.0461], [0.1454, -0.0001, -0.0063], [0.0048, 0.0087, 0.0045], [-0.0837, 0.1240, 0.0075], [-0.0202, -0.0657, 0.0783], [0.0541, 0.0317, -0.0315], [-0.0302, 0.0816, 0.0538], [-0.1641, 0.0162, -0.5050], [0.0589, -0.0262, 0.1215], [0.1137, -0.0766, -0.0003], [-0.2098, 0.1599, 0.0183], [0.1624, 0.0391, -0.0701], [-0.0213, 0.0612, -0.0522], [-0.2397, 0.0011, 0.0663], [-0.1094, 0.1100, 0.4858], [0.0188, -0.0149, 0.0001], [-0.0203, -0.0097, -0.0039], [0.0052, 0.0047, -0.0169], [0.0220, -0.0334, -0.0021], [-0.0042, -0.0182, 0.0186], [0.0062, 0.0148, -0.0147], [0.0449, 0.0076, -0.0034], [0.0238, -0.0031, -0.0028], [-0.0055, 0.0248, 0.0073], [-0.0034, -0.0084, 0.0178], [0.0076, 0.0226, 0.0282], [-0.0080, -0.0240, 0.0197], [-0.0375, -0.0186, 0.0475], [-0.0195, -0.0071, -0.0143], [-0.0043, -0.0062, -0.0161], [0.0276, 0.0142, -0.0130], [0.0005, 0.0331, -0.0230], [-0.0221, -0.0199, -0.0038], [-0.0346, -0.0661, -0.0048], [-0.0343, 0.0101, -0.0291], [0.0015, -0.1809, -0.0332], [0.0354, -0.0844, 0.0450], [0.0952, 0.0642, -0.0345], [0.0514, -0.0313, 0.0147], [-0.0589, -0.1000, 0.0427], [0.3168, -0.2380, 0.0493], [-0.0223, 0.0352, -0.0191], [-0.1010, 0.1174, 0.0251], [-0.1207, 0.2722, 0.0668], [-0.0347, -0.8838, -0.0092], [-0.0056, 0.0137, 0.0087], [-0.0041, -0.0002, 0.0015], [-0.0039, 0.0077, -0.0034], [-0.0014, 0.0095, 0.0044], [-0.1301, 0.1076, -0.1154]]}



# 2
{"formula": "C35H35F6InN3O8S2Sb", "method": "the ωB97M-V functional and the def2-TZVPD basis", "homo_lumo_gap_ev": 6.11, "charge": 2, "molar_mass_g_mol": 1040.38, "e_lumo_ev": -7.015, "symbols": ["In", "O", "C", "O", "C", "C", "C", "C", "C", "N", "C", "O", "O", "H", "H", "H", "H", "H", "F", "C", "F", "F", "S", "O", "O", "N", "S", "O", "O", "C", "F", "F", "F", "C", "C", "C", "C", "C", "C", "C", "Sb", "C", "C", "C", "C", "C", "C", "C", "C", "C", "C", "C", "C", "C", "C", "H", "H", "H", "H", "H", "H", "H", "H", "H", "H", "H", "H", "H", "H", "H", "H", "H", "H", "H", "H", "H", "C", "C", "C", "C", "C", "N", "H", "H", "H", "H", "H", "H", "H", "H", "H"], "coordinates": [[0.7245, 2.6878, 0.0352], [-1.5298, 5.4527, 3.0239], [-0.5004, 4.6850, 2.7095], [0.0963, 4.7622, 1.6632], [-0.1679, 3.7403, 3.8418], [-0.7007, 3.9765, 5.1133], [-0.3100, 3.1637, 6.1551], [0.5741, 2.1339, 5.8940], [1.0102, 1.9470, 4.5844], [0.6547, 2.7428, 3.5723], [1.9520, 0.8625, 4.2610], [2.3886, 0.0417, 5.1483], [2.3833, 0.7502, 3.0758], [-1.7452, 6.0559, 2.2959], [-1.3932, 4.7902, 5.2705], [-0.6722, 3.3303, 7.1605], [0.9142, 1.5192, 6.7181], [2.0670, 0.2058, 6.0457], [-2.9857, 5.6111, -2.0360], [-2.1242, 4.8963, -1.3554], [-0.8976, 5.4052, -1.4922], [-2.4569, 4.9310, -0.0597], [-2.1371, 3.1062, -1.8885], [-1.7937, 2.3655, -0.6711], [-3.3989, 2.8193, -2.4700], [-0.9285, 3.1564, -2.9367], [-0.4635, 1.8481, -3.6391], [-1.2776, 1.2553, -4.6370], [0.0305, 0.8938, -2.5915], [1.0995, 2.4616, -4.4215], [1.6112, 1.4667, -5.1223], [0.8956, 3.5074, -5.1847], [1.9504, 2.7815, -3.4330], [-0.6598, -2.1922, -5.1039], [0.8397, -2.2193, -5.2233], [1.4284, -2.8084, -6.3385], [2.8068, -2.8653, -6.4927], [3.6410, -2.3083, -5.5358], [3.0813, -1.7101, -4.4191], [1.6946, -1.6826, -4.2513], [1.1543, -0.9642, -2.3139], [3.3596, -0.2623, 2.7304], [4.6099, 0.2278, 2.4103], [5.6147, -0.6674, 2.0921], [5.3358, -2.0271, 2.0786], [4.0605, -2.4829, 2.3716], [3.0316, -1.6097, 2.7174], [1.6648, -2.1417, 3.0561], [-0.3696, -2.4167, -1.9127], [0.2129, -3.6799, -1.8177], [-0.5415, -4.7802, -1.4424], [-1.8831, -4.6062, -1.1423], [-2.4638, -3.3509, -1.2476], [-1.7274, -2.2319, -1.6322], [-2.4074, -0.8972, -1.7592], [-1.1207, -2.2194, -6.0903], [-1.0077, -1.2940, -4.5992], [-1.0112, -3.0647, -4.5492], [0.7861, -3.2306, -7.1026], [3.2322, -3.3400, -7.3673], [4.7162, -2.3399, -5.6543], [3.7251, -1.2624, -3.6689], [4.7955, 1.2946, 2.4384], [6.6097, -0.3087, 1.8697], [6.1135, -2.7369, 1.8301], [3.8494, -3.5450, 2.3517], [1.6313, -2.4588, 4.1003], [1.4480, -3.0232, 2.4548], [0.8738, -1.4132, 2.8757], [1.2654, -3.8085, -2.0665], [-0.0870, -5.7608, -1.3935], [-2.4799, -5.4522, -0.8270], [-3.5192, -3.2285, -1.0315], [-3.4445, -0.9551, -1.4328], [-2.4134, -0.5613, -2.7977], [-1.8969, -0.1316, -1.1707], [-3.2156, 0.7016, 3.2063], [-2.9753, -0.1632, 1.9574], [-3.9505, 0.2478, 0.8402], [-3.1453, -1.6534, 2.2854], [-1.5952, 0.0719, 1.5157], [-0.4971, 0.2561, 1.2239], [-4.2443, 0.5653, 3.5384], [-3.0630, 1.7586, 2.9795], [-2.5512, 0.4116, 4.0228], [-4.9624, 0.2601, 1.2434], [-3.9118, -0.4655, 0.0177], [-3.7135, 1.2351, 0.4469], [-4.1846, -1.8369, 2.5575], [-2.5098, -1.9530, 3.1199], [-2.8982, -2.2724, 1.4222]], "forces_ev_per_angstrom": [[-0.0588, -0.2675, 0.0035], [-0.1567, -0.0289, 0.2140], [-0.0889, 0.2060, -0.1980], [0.0419, -0.4393, 0.0763], [-0.0411, 0.0361, 0.0784], [-0.0302, 0.0284, -0.0505], [-0.0613, 0.0422, 0.1613], [0.1900, -0.1877, -0.1603], [-0.2504, 0.3460, 0.0403], [0.1188, -0.0449, -0.0626], [0.2356, -0.0048, -0.2585], [0.1934, -0.2163, -0.0677], [-0.3569, -0.0208, 0.1282], [0.0945, 0.0296, -0.1277], [0.0291, 0.0158, -0.0129], [-0.0158, 0.0142, -0.0244], [-0.0746, -0.0170, 0.0286], [-0.0798, 0.0274, 0.0492], [0.0133, -0.0807, -0.1449], [0.2609, 0.1019, -0.0783], [-0.1756, -0.0494, 0.1523], [-0.0356, -0.0041, 0.0574], [-0.0806, -0.0948, -0.0650], [0.4567, 0.4825, -0.2451], [-0.2384, 0.0010, 0.0445], [-0.1627, -0.3075, 0.4197], [0.0692, 0.2694, -0.0892], [-0.0759, -0.0615, -0.1086], [0.1618, -0.1993, -0.0573], [0.2357, 0.0894, 0.3532], [0.0170, -0.1109, -0.0671], [-0.1552, -0.0296, 0.0213], [-0.0943, -0.0110, -0.1676], [0.1020, -0.1097, -0.0495], [-0.0421, -0.0250, -0.0412], [-0.0743, 0.0040, 0.0100], [0.0213, 0.0287, 0.0547], [0.1089, -0.0279, 0.0134], [-0.0506, 0.0010, 0.0212], [-0.1870, 0.3888, 0.4142], [0.0581, -0.4554, -0.2611], [0.4848, -0.3824, -0.0386], [-0.0660, 0.2965, 0.1239], [0.0106, -0.0927, -0.0091], [-0.0327, -0.0416, -0.0506], [0.1267, 0.0705, 0.0027], [-0.4126, 0.1559, 0.0079], [0.0633, 0.0136, 0.0570], [-0.0560, 0.3195, 0.0978], [0.0440, 0.2227, -0.1191], [0.0152, -0.0595, 0.0283], [0.0063, -0.0713, 0.0177], [0.0138, 0.0931, -0.0036], [0.0755, -0.0906, 0.0420], [0.1655, -0.0919, -0.2429], [0.0063, 0.0238, 0.0056], [-0.0619, 0.0412, 0.0298], [-0.0473, 0.0292, 0.0126], [0.0270, 0.0098, 0.0009], [-0.0260, 0.0182, -0.0055], [-0.0282, 0.0114, -0.0223], [0.0589, -0.0174, -0.0304], [0.0006, -0.0234, -0.0173], [-0.0239, 0.0294, -0.0313], [-0.0053, 0.0158, 0.0141], [-0.0111, 0.0162, -0.0148], [-0.0395, 0.0350, 0.0348], [-0.0142, 0.0386, -0.0378], [0.0033, 0.0052, -0.0227], [-0.0299, -0.1117, 0.0270], [-0.0053, 0.0135, 0.0264], [-0.0166, 0.0050, -0.0575], [-0.0140, -0.0361, -0.0215], [0.2553, -0.1249, -0.4288], [-0.0043, 0.0103, -0.0589], [-0.0972, -0.0284, -0.0383], [0.0904, 0.0066, -0.0345], [-0.3851, 0.0150, 0.0343], [0.0033, -0.0553, 0.0726], [0.0982, 0.0101, -0.0076], [0.1882, -0.0545, 0.0548], [0.0872, 0.1737, -0.0317], [0.0073, -0.0002, -0.0006], [-0.0401, -0.0005, 0.0130], [0.0137, 0.0013, -0.0046], [-0.0013, -0.0139, 0.0483], [-0.1822, 0.2793, 0.5413], [-0.0442, 0.0110, 0.0046], [0.0009, 0.0061, 0.0136], [-0.0089, -0.0043, 0.0056], [-0.0141, 0.0040, 0.0089]]}